(1)
A molecular structure, C26H35MoN3OSSi2. Source: OMol25; level of theory: the ωB97M-V functional and the def2-TZVPD basis.

As for the total charge: +4. For the total energy, the calculation gives -2295.1237 Eh. The frontier orbital gap (alpha / beta) is 5.08 / 5.50 eV.

Geometry (Å):
Mo1 0.49159 0.55398 0.06551
C1 4.51369 -0.26282 -2.57319
Si1 2.73199 -0.52912 -2.03719
C2 1.97229 -2.27712 -2.00819
C3 1.53349 0.79088 -2.78579
N1 2.28199 0.04028 -0.29059
C4 3.12159 -0.04042 0.76681
C5 4.50269 -0.27662 0.77691
C6 5.16949 -0.40082 1.98391
C7 4.47689 -0.31772 3.19501
C8 3.10959 -0.08482 3.22141
C9 2.41559 0.06998 2.02261
N2 1.07729 0.24398 1.84511
Si2 -0.15711 0.14898 3.24691
C10 -0.18061 -1.61912 3.91871
C11 0.01429 1.65258 4.38281
C12 -1.54391 0.48098 1.91461
H1 4.55629 -0.30102 -3.66059
H2 5.16899 -1.05942 -2.22509
H3 4.94539 0.69478 -2.28239
H4 1.49999 -2.52102 -2.95639
H5 1.25769 -2.45112 -1.19649
H6 2.77439 -3.00342 -1.88749
H7 1.14279 0.50198 -3.75739
H8 2.04389 1.74368 -2.92859
H9 0.67229 0.97638 -2.08739
H10 5.04259 -0.33332 -0.15229
H11 6.23379 -0.58992 1.99101
H12 5.00879 -0.44192 4.12561
H13 2.58639 -0.02082 4.16281
H14 0.52729 -1.73072 4.73971
H15 0.04899 -2.39912 3.19051
H16 -1.15831 -1.83912 4.34691
H17 0.69529 1.46688 5.21071
H18 -0.95691 1.84098 4.84011
H19 0.33429 2.57688 3.90151
H20 -1.95371 -0.45492 1.52141
H21 -1.08651 1.10878 1.07861
H22 -2.38151 1.06098 2.30011
C13 1.72019 4.96868 0.32521
C14 1.42859 3.60878 0.31181
N3 1.16629 2.47168 0.30411
H23 1.29379 5.47288 -0.55039
H24 2.80139 5.15068 0.31391
H25 1.30669 5.44758 1.22221
O1 -0.63271 -0.60172 -0.75729
S1 -1.60521 -1.31202 -1.85909
C15 -2.81031 -2.16232 -0.86219
C16 -3.85271 -1.48432 -0.23229
C17 -4.81391 -2.22222 0.43771
C18 -4.74571 -3.61192 0.47011
C19 -3.69071 -4.27322 -0.14209
C20 -2.72201 -3.55342 -0.82219
C21 -2.53581 0.12388 -2.45289
C22 -2.23921 1.42768 -2.08089
C23 -2.93311 2.48148 -2.65359
C24 -3.91041 2.22678 -3.60569
C25 -4.22851 0.92228 -3.95019
C26 -3.53211 -0.13952 -3.38839
H26 -3.92551 -0.40672 -0.28699
H27 -5.62871 -1.71162 0.92631
H28 -5.51611 -4.18102 0.96841
H29 -3.62971 -5.35052 -0.11629
H30 -1.92101 -4.07002 -1.32579
H31 -1.46581 1.64758 -1.31789
H32 -2.71431 3.50018 -2.37099
H33 -4.42071 3.05248 -4.07569
H34 -5.00931 0.73098 -4.67119
H35 -3.76601 -1.15162 -3.67839

Atoms 1-6, force components in eV/Å:
Mo 0.84 -0.51 1.00
C -0.46 -0.27 0.48
Si -0.89 0.28 -0.97
C 0.64 0.56 0.09
C 0.71 -0.61 0.41
N 1.73 -0.46 0.11

Results of the natural (NBO) charge analysis, in e, for atoms 1 through 4: atom 1 (Mo): 1.544, atom 2 (C): -1.139, atom 3 (Si): 1.725, atom 4 (C): -1.122



(2)
C26H35N3O5 in the gas phase. Source: OMol25; level of theory: the ωB97M-V functional and the def2-TZVPD basis.

As for the total charge: 0. The energy above the lowest of the compared OMol25 structures with the same formula, charge and spin comes out at 7.3 kcal/mol. Its SMILES is COc1ccc2c3c([nH]c2c1)[C@H](CC(C)C)N1C(=O)[C@H](CCC(=O)OC(C)(C)C)NC(=O)[C@@H]1C3. For the total energy, the calculation gives -1552.2997 Eh. The frontier orbital gap is 8.11 eV.

Geometry (Å):
C1 -8.74471 -0.15327 -0.84479
O1 -7.53325 -0.82896 -1.06835
C2 -6.36576 -0.24044 -0.66405
C3 -6.29014 1.01162 -0.03690
C4 -5.07960 1.54727 0.34612
C5 -3.91128 0.83227 0.10362
C6 -2.52584 1.05196 0.35198
C7 -1.85155 -0.03549 -0.11948
N1 -2.73449 -0.93392 -0.66671
C8 -4.00018 -0.43290 -0.53411
C9 -5.21471 -0.97468 -0.91723
C10 -0.37368 -0.14636 -0.05878
C11 0.18042 -0.60693 1.30513
C12 -0.18650 -2.02592 1.76373
C13 -1.58986 -2.10228 2.36385
C14 -0.00956 -3.06703 0.66064
N2 0.19126 1.18520 -0.33532
C15 1.36135 1.23758 -0.98771
O2 1.92057 0.26265 -1.45722
C16 1.95258 2.64292 -1.16048
C17 3.47608 2.57110 -1.30647
C18 4.18750 2.13549 -0.02071
C19 4.09311 0.63765 0.24691
O3 3.47607 0.16930 1.16983
O4 4.84178 -0.01930 -0.61975
C20 5.01836 -1.45852 -0.55459
C21 5.86616 -1.79599 0.67223
C22 3.67667 -2.18435 -0.51232
C23 5.76719 -1.79231 -1.84478
N3 1.59031 3.50366 -0.06199
C24 0.41801 3.44218 0.59082
O5 0.13692 4.15346 1.52849
C25 -0.53193 2.41062 -0.01995
C26 -1.75158 2.20245 0.88818
H1 -9.52177 -0.80540 -1.24140
H2 -8.77675 0.80601 -1.37228
H3 -8.92471 0.01268 0.22263
H4 -7.19007 1.57365 0.15561
H5 -5.04163 2.51084 0.83124
H6 -2.49494 -1.81089 -1.09633
H7 -5.29191 -1.93581 -1.39966
H8 0.00991 -0.80790 -0.84312
H9 -0.14734 0.09856 2.06983
H10 1.26759 -0.53101 1.23483
H11 0.52169 -2.27040 2.56448
H12 -2.35423 -1.87695 1.62692
H13 -1.77500 -3.10209 2.75152
H14 -1.69174 -1.39617 3.18466
H15 0.95557 -2.95100 0.17509
H16 -0.79035 -2.97882 -0.09059
H17 -0.06437 -4.06885 1.08156
H18 1.53192 3.04170 -2.10195
H19 3.70987 1.86066 -2.10009
H20 3.84322 3.55679 -1.60162
H21 5.24787 2.37598 -0.11391
H22 3.77994 2.65137 0.84957
H23 6.82606 -1.28618 0.62106
H24 6.03711 -2.86792 0.71663
H25 5.35082 -1.48506 1.57771
H26 3.82029 -3.23151 -0.76612
H27 3.23962 -2.11359 0.47966
H28 2.99574 -1.72635 -1.22506
H29 6.02505 -2.84702 -1.86539
H30 6.67802 -1.20269 -1.91029
H31 5.14109 -1.56091 -2.70209
H32 2.26636 4.18625 0.24999
H33 -0.89082 2.84258 -0.97170
H34 -2.33762 3.12075 0.89736
H35 -1.41422 2.01996 1.91137

Atoms 1-6, force components in eV/Å:
C -0.19 0.11 0.04
O 0.33 -0.09 -0.01
C 0.23 -0.18 -0.08
C -0.40 0.05 -0.02
C 0.17 -0.14 -0.06
C -0.15 -0.32 -0.13

Results of the natural (NBO) charge analysis, in e, for atoms 1 through 4: atom 1 (C): -0.250, atom 2 (O): -0.498, atom 3 (C): 0.301, atom 4 (C): -0.325



(3)
4 unconnected molecules or ions with the total composition C26H36BN3O6Si. Source: OMol25; level of theory: the ωB97M-V functional and the def2-TZVPD basis.

As for the total charge: 0. Its SMILES is O=[N+]([O-])c1ccccc1.O=[N+]([O-])c1ccccc1.O=[N+]([O-])c1ccccc1.CCCCCB[Si](C)(C)C. For the total energy, the calculation gives -1942.0796 Eh. The frontier orbital gap is 8.27 eV.

Geometry (Å):
O1 -0.83935 2.63039 3.61671
N1 -1.30498 2.94025 4.69888
O2 -1.98446 2.21124 5.39765
C1 -1.02722 4.29805 5.18944
C2 -0.28647 5.15842 4.39879
C3 -0.04326 6.44452 4.85297
C4 -0.53655 6.85206 6.08537
C5 -1.27060 5.97240 6.87000
C6 -1.52059 4.68522 6.42217
H1 0.09662 4.83767 3.44078
H2 0.52963 7.13028 4.24388
H3 -0.34895 7.85888 6.43519
H4 -1.65148 6.29076 7.83067
H5 -2.09352 3.99979 7.02897
O3 3.59066 -8.88108 -0.95735
N2 2.89357 -8.27268 -0.16485
O4 2.42913 -8.74930 0.85546
C7 2.58849 -6.86577 -0.46262
C8 3.07145 -6.30392 -1.63112
C9 2.76401 -4.98270 -1.91818
C10 1.98469 -4.24116 -1.03841
C11 1.51664 -4.81941 0.13492
C12 1.81696 -6.13972 0.42832
H6 3.67693 -6.88226 -2.31327
H7 3.12844 -4.52988 -2.83018
H8 1.75009 -3.21654 -1.26236
H9 0.91260 -4.23953 0.81999
H10 1.45133 -6.59156 1.33857
O5 -0.13103 -2.65201 -2.06437
N3 0.09809 -2.93243 -3.22829
O6 1.15242 -2.69547 -3.79339
C13 -0.96138 -3.59666 -3.99516
C14 -2.17759 -3.84627 -3.38452
C15 -3.18236 -4.45600 -4.11767
C16 -2.96059 -4.81016 -5.44195
C17 -1.73070 -4.56007 -6.03629
C18 -0.72110 -3.94840 -5.31142
H11 -2.34712 -3.57021 -2.35414
H12 -4.14018 -4.65307 -3.65626
H13 -3.74936 -5.28209 -6.01314
H14 -1.55922 -4.83934 -7.06672
H15 0.23555 -3.75051 -5.77187
C19 -2.21936 5.04530 0.49267
C20 -1.34822 4.41871 -0.62286
C21 -1.67027 2.95572 -0.91418
C22 -1.68881 2.09760 0.36433
C23 -1.51366 0.60928 0.07873
B1 -0.07523 0.13547 -0.36257
Si1 1.62934 1.15189 -0.24337
C24 1.79304 2.30132 1.25122
C25 3.02291 -0.14817 -0.06037
C26 1.96903 2.10179 -1.86921
H16 -2.97467 4.37229 0.88417
H17 -2.73397 5.91761 0.09683
H18 -1.57654 5.39116 1.29789
H19 -0.29301 4.54782 -0.38467
H20 -1.52365 4.99083 -1.53448
H21 -0.99284 2.51861 -1.64793
H22 -2.69196 2.93152 -1.29653
H23 -1.01155 2.48786 1.12149
H24 -2.68873 2.22873 0.78135
H25 -1.85862 -0.01536 0.90829
H26 -2.18788 0.35611 -0.75145
H27 -0.01141 -0.96101 -0.85017
H28 1.21850 3.20658 1.04114
H29 2.83010 2.62604 1.33712
H30 1.42831 1.88715 2.18687
H31 2.75599 -1.11432 -0.48266
H32 3.30588 -0.25882 0.98393
H33 3.89392 0.23137 -0.59583
H34 1.10378 2.07142 -2.52356
H35 2.21536 3.12873 -1.60965
H36 2.81288 1.63018 -2.36417

Atoms 1-6, force components in eV/Å:
O -0.10 -0.01 0.24
N -0.05 -0.22 -0.08
O 0.17 0.16 -0.16
C 0.04 0.23 0.07
C 0.11 0.06 -0.19
C -0.06 0.00 0.11

Results of the Mulliken charge analysis, in e, for atoms 1 through 4: atom 1 (O): -0.566, atom 2 (N): 1.047, atom 3 (O): -0.607, atom 4 (C): -0.098